Record 1
Molecular formula: C6H11N4O
Method: DFT, wB97M-V/def2-TZVPD

HOMO energy = -13.317 eV
SMILES = C=CO[C@]1(N)CC=NC(=[NH2+])N1
Kohn-Sham gap = 8.53 eV
energy above the lowest of the compared OMol25 structures with the same formula, charge and spin = 1.1696 eV
total charge = +1

Last column: Löwdin charge in e.
Cartesian coordinates (Å):
C (0.936, -2.042, -0.230)  0.07
C (1.528, -1.307, 0.679)  -0.15
O (1.285, -0.039, 1.193)  -0.01
C (0.214, 0.761, 0.788)  -0.52
N (0.426, 2.051, 1.365)  0.13
C (-1.219, 0.199, 1.232)  -0.02
C (-2.102, -0.133, 0.122)  -0.02
N (-1.637, -0.339, -1.063)  0.15
C (-0.458, 0.252, -1.459)  -0.42
N (-0.085, 0.058, -2.685)  0.27
N (0.357, 0.906, -0.647)  0.20
H (1.365, -3.014, -0.340)  0.08
H (0.195, -1.612, -0.887)  0.03
H (2.243, -1.666, 1.298)  0.09
H (0.651, 1.917, 2.322)  0.10
H (0.938, 2.783, 0.901)  0.10
H (-1.717, 0.881, 2.075)  0.19
H (-1.002, -0.554, 1.909)  0.11
H (-3.130, -0.378, 0.434)  0.15
H (0.543, 0.742, -3.011)  0.14
H (-0.659, -0.565, -3.208)  0.15
H (1.327, 1.099, -0.786)  0.18

***

Record 2
Molecular formula: C6H11N4S
Method: DFT, wB97M-V/def2-TZVPD

HOMO energy = -13.327 eV
Kohn-Sham gap = 9.78 eV
energy above the lowest of the compared OMol25 structures with the same formula, charge and spin = 2.5353 eV
total charge = +1

Last column: Löwdin charge in e.
Cartesian coordinates (Å):
C (0.907, 0.671, -0.410)  -0.44
C (0.607, 1.956, -0.040)  -0.34
C (0.445, -0.640, 0.327)  -0.28
C (-0.276, 2.603, 0.960)  0.00
C (-1.123, -1.025, -1.448)  0.00
C (-0.911, -2.566, 0.458)  -0.02
N (1.222, 2.866, -0.949)  -0.01
N (1.886, 2.318, -1.847)  -0.32
N (-0.540, -1.347, -0.138)  -0.14
N (1.147, -0.802, 1.428)  0.25
S (1.979, 0.665, -1.779)  1.06
H (0.378, 3.378, 1.308)  0.09
H (-1.081, 2.994, 0.331)  0.10
H (-0.797, 1.998, 1.667)  0.08
H (-0.593, -1.544, -2.316)  0.13
H (-2.188, -1.270, -1.423)  0.10
H (-1.054, 0.119, -1.639)  0.13
H (-1.231, -2.542, 1.535)  0.13
H (-1.547, -2.944, -0.232)  0.05
H (-0.013, -3.324, 0.457)  0.15
H (1.768, -0.020, 1.685)  0.16
H (1.014, -1.543, 2.065)  0.12

***

Record 3
Molecular formula: C6H11N5O
Method: DFT, wB97M-V/def2-TZVPD

HOMO energy = -8.724 eV
SMILES = [H]/N=C(\N)N(C)O.N#CCCC#N
Kohn-Sham gap = 9.03 eV
energy above the lowest of the compared OMol25 structures with the same formula, charge and spin = 0.6179 eV

Last column: Löwdin charge in e.
Cartesian coordinates (Å):
H (2.339, 1.663, 3.224)  0.02
N (2.293, 1.747, 2.245)  0.12
C (1.093, 1.981, 1.888)  -0.53
N (-0.022, 2.144, 2.692)  0.12
N (0.792, 1.971, 0.510)  -0.20
C (1.888, 2.278, -0.393)  -0.09
O (-0.318, 2.795, 0.211)  -0.05
H (-0.749, 2.722, 2.265)  0.09
H (0.182, 2.415, 3.648)  0.10
H (1.554, 2.080, -1.426)  0.05
H (2.725, 1.611, -0.137)  0.08
H (2.191, 3.318, -0.316)  0.08
H (-0.936, 2.177, -0.202)  0.09
N (-2.101, -5.261, -0.969)  0.15
C (-1.717, -4.179, -0.813)  -0.22
C (-1.228, -2.809, -0.652)  -0.18
C (-0.872, -2.192, -2.008)  -0.17
C (-0.384, -0.819, -1.848)  -0.16
N (0.006, 0.269, -1.693)  0.19
H (-2.001, -2.216, -0.150)  0.13
H (-0.349, -2.826, 0.010)  0.13
H (-0.132, -2.794, -2.484)  0.12
H (-1.742, -2.169, -2.664)  0.13

***

Record 4
Molecular formula: C6H11NO
Method: DFT, wB97M-V/def2-TZVPD

multiplicity = 2
HOMO energy (spin up / spin down) = 0.765 / -3.033 eV
Kohn-Sham gap (spin up / spin down) = 2.89 / 6.60 eV
energy above the lowest of the compared OMol25 structures with the same formula, charge and spin = 1.8184 eV
total charge = -1

Last column: Löwdin charge in e.
Cartesian coordinates (Å):
O (3.334, 1.210, -0.289)  -0.22
C (2.556, 0.488, 0.365)  -0.51
C (1.080, 0.957, 0.442)  -0.25
C (0.285, -0.266, 0.978)  -0.21
C (-0.445, -0.939, -0.169)  -0.37
C (-0.159, -2.167, -0.627)  0.01
C (-2.132, 0.864, -0.244)  -0.14
N (-1.254, -0.057, -0.931)  -0.08
H (2.865, -0.419, 0.932)  0.03
H (0.989, 1.985, 0.912)  0.08
H (0.925, 1.167, -0.659)  0.10
H (-0.441, 0.039, 1.756)  0.09
H (0.993, -0.877, 1.548)  0.08
H (-0.633, -2.551, -1.526)  0.03
H (0.529, -2.856, -0.162)  0.04
H (-1.609, 1.356, 0.590)  0.07
H (-2.201, 1.797, -0.895)  0.09
H (-3.167, 0.542, -0.144)  0.06
H (-1.515, -0.271, -1.877)  0.11

***

Record 5
Molecular formula: C6H11NO
Method: DFT, wB97M-V/def2-TZVPD

HOMO energy = -9.105 eV
SMILES = C=CCC[C@@H](N)C=O
Kohn-Sham gap = 10.11 eV
energy above the lowest of the compared OMol25 structures with the same formula, charge and spin = 4.0503 eV

Last column: Löwdin charge in e.
Cartesian coordinates (Å):
C (-1.224, -1.976, 0.810)  -0.01
C (-0.044, -1.562, 1.248)  -0.27
C (1.078, -0.820, 0.712)  -0.24
C (0.875, -0.241, -0.679)  -0.10
C (0.370, 1.454, -0.745)  -0.21
N (-0.595, 1.624, -1.854)  0.06
C (-0.446, 1.722, 0.581)  -0.23
O (-0.253, 2.667, 1.324)  0.03
H (-1.410, -1.750, -0.338)  0.09
H (-2.094, -2.276, 1.337)  0.04
H (0.146, -1.831, 2.362)  0.14
H (1.642, -1.725, 0.827)  0.11
H (1.302, -0.024, 1.432)  0.12
H (1.593, -0.508, -1.396)  0.08
H (0.109, -0.892, -1.094)  0.06
H (1.329, 2.092, -0.867)  0.16
H (-0.298, 2.287, -2.453)  0.02
H (-0.913, 0.767, -2.187)  0.04
H (-1.166, 0.991, 0.981)  0.12

***

Record 6
Molecular formula: C6H11NO
Method: DFT, wB97M-V/def2-TZVPD

HOMO energy = -8.726 eV
Kohn-Sham gap = 6.91 eV
energy above the lowest of the compared OMol25 structures with the same formula, charge and spin = 10.4766 eV

Last column: Löwdin charge in e.
Cartesian coordinates (Å):
C (-1.768, -0.664, 1.375)  -0.08
C (-1.922, 0.024, -0.175)  -0.46
C (-1.307, -1.073, -1.231)  -0.09
C (0.239, 1.375, -0.180)  -0.13
C (1.048, 0.203, -0.118)  -0.14
C (2.442, 0.164, -0.039)  -0.32
H (-1.532, 0.128, 2.215)  0.07
H (-2.665, -1.208, 1.840)  0.08
H (-0.850, -1.257, 1.503)  0.04
H (-3.053, 0.148, -0.411)  0.14
H (0.049, -1.183, -0.843)  0.15
H (-1.846, -0.659, -2.294)  0.12
H (-1.784, -2.079, -0.917)  0.06
H (-1.569, 2.204, 1.134)  0.26
H (0.474, 2.444, 0.310)  0.16
H (0.864, -0.811, -0.155)  0.03
H (2.892, 1.252, -0.165)  0.14
N (-1.101, 1.122, -0.319)  -0.04
O (3.043, -0.876, 0.278)  0.00

***

Record 7
Molecular formula: C6H11NO
Method: DFT, wB97M-V/def2-TZVPD

HOMO energy = -9.591 eV
SMILES = C[C@@]12CN[C@H]1COC2
Kohn-Sham gap = 10.56 eV
energy above the lowest of the compared OMol25 structures with the same formula, charge and spin = 4.8150 eV

Last column: Löwdin charge in e.
Cartesian coordinates (Å):
C (1.132, -0.610, 0.860)  -0.08
C (0.447, 0.461, -0.019)  -0.42
C (1.048, 0.204, -1.454)  -0.07
N (0.100, -1.058, -1.465)  0.05
C (-0.763, -0.239, -0.555)  -0.38
C (-1.484, -0.652, 0.599)  -0.09
O (-1.256, 0.605, 1.444)  -0.17
C (-0.264, 1.489, 0.858)  -0.13
H (0.940, -1.774, 0.698)  0.12
H (0.577, -0.584, 1.853)  0.09
H (2.318, -0.419, 0.889)  0.12
H (2.139, 0.041, -1.625)  0.11
H (0.695, 1.007, -2.217)  0.13
H (-0.257, -1.145, -2.366)  0.06
H (-1.226, 0.611, -1.006)  0.14
H (-1.090, -1.439, 1.210)  0.10
H (-2.623, -0.686, 0.435)  0.15
H (-0.897, 2.173, 0.299)  0.12
H (0.464, 2.014, 1.564)  0.15

***

Record 8
Molecular formula: C6H11NO
Method: DFT, wB97M-V/def2-TZVPD

HOMO energy = -9.715 eV
SMILES = CC1(C)CC1.N=C=O
Kohn-Sham gap = 10.37 eV
energy above the lowest of the compared OMol25 structures with the same formula, charge and spin = 2.2014 eV

Last column: Löwdin charge in e.
Cartesian coordinates (Å):
C (2.527, -0.406, 0.172)  -0.03
C (1.093, 0.053, -0.010)  -0.53
C (0.088, -0.929, 0.587)  -0.05
C (0.572, 0.810, -1.229)  -0.09
C (0.632, 1.459, 0.136)  -0.12
H (2.951, 0.320, 0.821)  0.05
H (2.502, -1.448, 0.848)  0.14
H (3.056, -0.539, -0.741)  0.06
H (0.338, -1.058, 1.608)  0.08
H (0.167, -1.890, 0.167)  0.07
H (-0.895, -0.678, 0.429)  0.02
H (1.190, 1.314, -1.917)  0.07
H (-0.373, 0.289, -1.647)  0.12
H (1.369, 2.258, 0.182)  0.10
H (-0.226, 1.780, 0.698)  0.09
N (-3.492, 0.045, -0.629)  0.18
C (-3.695, -0.491, 0.430)  -0.41
O (-3.692, -0.884, 1.533)  0.15
H (-4.113, -0.006, -1.439)  0.10

***

Record 9
Molecular formula: C6H11NO
Method: DFT, wB97M-V/def2-TZVPD

HOMO energy = -8.677 eV
SMILES = N=C=O.C=CC.C=C
Kohn-Sham gap = 9.30 eV
energy above the lowest of the compared OMol25 structures with the same formula, charge and spin = 2.8919 eV

Last column: Löwdin charge in e.
Cartesian coordinates (Å):
N (1.833, 1.441, 1.237)  0.17
C (1.170, 1.622, 2.226)  -0.40
O (0.467, 1.828, 3.128)  0.17
H (2.702, 1.823, 0.927)  0.10
C (0.905, -1.575, -1.217)  -0.03
C (0.646, -0.300, -0.949)  -0.31
C (-0.241, 0.569, -1.786)  -0.11
H (1.627, -2.144, -0.653)  0.05
H (0.316, -2.132, -1.928)  0.06
H (1.340, 0.268, -0.260)  0.06
H (0.344, 1.104, -2.535)  0.07
H (-1.014, -0.018, -2.278)  0.07
H (-0.730, 1.312, -1.158)  0.06
C (-0.922, -0.735, 1.061)  -0.10
C (-2.155, -0.518, 0.613)  -0.07
H (-0.570, -1.740, 1.222)  0.06
H (-0.397, 0.034, 1.631)  0.03
H (-2.761, -1.315, 0.210)  0.05
H (-2.560, 0.475, 0.508)  0.05

***

Record 10
Molecular formula: C6H11NO
Method: DFT, wB97M-V/def2-TZVPD

HOMO energy = -8.265 eV
Kohn-Sham gap = 8.82 eV
energy above the lowest of the compared OMol25 structures with the same formula, charge and spin = 7.9423 eV

Last column: Löwdin charge in e.
Cartesian coordinates (Å):
C (0.657, -0.301, 0.074)  -0.53
C (-0.154, -1.007, 1.226)  -0.09
C (-1.305, 0.168, 1.357)  -0.13
C (-1.321, 1.006, -0.158)  -0.09
C (-0.487, -0.096, -0.998)  -0.29
C (1.431, -0.783, -1.037)  -0.15
H (2.115, 1.101, 0.447)  0.21
H (0.394, -1.556, 2.064)  0.10
H (-0.653, -1.988, 0.609)  0.16
H (-2.400, 0.107, 1.630)  0.09
H (-0.711, 0.948, 2.065)  0.12
H (-0.634, 1.877, 0.060)  0.09
H (-2.449, 1.322, -0.447)  0.13
H (-1.287, -0.805, -1.210)  0.14
H (1.075, 1.034, -1.665)  0.15
H (2.643, -0.288, -0.882)  0.19
H (1.361, -1.839, -1.246)  0.11
N (0.594, 0.076, -1.876)  -0.02
O (1.133, 1.024, -0.013)  -0.16